Molecular formula: C2H4GaO2
Method: DFT, wB97M-V/def2-TZVPD

Structure (ORCA input):
```
! RIJCOSX wB97M-V def2-TZVPD def2/J DEFGRID3
* xyz 1 1
C 0.246 0.337 -0.172
C 0.978 -0.709 0.331
O 2.272 -0.884 0.112
Ga 2.329 0.934 0.195
H 0.632 0.838 -1.088
H 0.511 -1.413 1.039
H -1.070 0.446 -0.066
O -2.729 0.637 -0.066
H -3.169 -0.188 -0.285
*
```

E in eV: -58596.6193
Energy relative to the best compared isomer or geometry (same formula, charge and spin) in kJ/mol: 73.5
HOMO energy (spin up / spin down) in eV: -14.949 / -15.386
Gap between HOMO and LUMO (spin up / spin down) in eV: 8.2407 / 7.1238

---

Molecular formula: C2H4GdLiO2
Method: DFT, wB97M-V/def2-TZVPD

Structure (ORCA input):
```
! RIJCOSX wB97M-V def2-TZVPD def2/J DEFGRID3
* xyz 1 9
O -0.873 1.786 -0.787
C -0.150 -0.739 -0.910
C 0.022 -0.967 0.438
O 0.784 -0.115 1.182
H -1.137 1.982 -1.686
H 0.683 -0.252 -1.439
H -0.857 -1.369 -1.455
H -0.196 -1.966 0.840
Gd 1.089 -0.013 3.623
Li 0.635 1.653 0.194
*
```

E in eV: -27263.6296
HOMO energy (spin up / spin down) in eV: -9.968 / -9.997
Gap between HOMO and LUMO (spin up / spin down) in eV: 4.2440 / 3.2753

---

Molecular formula: C2H4I2O
Method: DFT, wB97M-V/def2-TZVPD

Structure (ORCA input):
```
! RIJCOSX wB97M-V def2-TZVPD def2/J DEFGRID3
* xyz 0 1
C -1.761 0.031 -0.950
C 0.960 -0.529 1.245
O -1.765 1.219 -0.735
I 2.222 -2.193 0.535
I 1.553 1.221 0.032
H -1.516 -0.655 -0.124
H -2.287 -0.406 -1.884
H 2.641 2.100 0.878
H -0.045 -0.788 1.003
*
```

E in eV: -20382.1230
Energy relative to the best compared isomer or geometry (same formula, charge and spin) in kJ/mol: 489.3
HOMO energy (spin up / spin down) in eV: -7.782 / -7.781
Gap between HOMO and LUMO (spin up / spin down) in eV: 7.3178 / 7.3174